{"formula": "C20H24ClHfN2O8PS2", "method": "ωB97M-V/def2-TZVPD", "species": ["Hf", "O", "C", "C", "C", "C", "C", "C", "C", "N", "C", "C", "N", "C", "C", "C", "C", "C", "C", "C", "O", "H", "H", "H", "H", "H", "H", "H", "H", "H", "H", "H", "H", "H", "H", "C", "C", "O", "P", "S", "S", "O", "C", "C", "H", "H", "H", "H", "H", "H", "H", "H", "H", "H", "O", "Cl", "O", "O", "O"], "coordinates": [[0.779801, 0.660591, 0.986190], [2.778205, 0.782292, 0.494932], [3.896877, 0.144397, 0.631998], [5.104866, 0.864507, 0.765852], [6.298326, 0.271202, 0.874811], [6.405178, -1.100366, 0.926674], [5.287049, -1.896822, 0.862748], [3.955923, -1.304749, 0.852307], [2.807764, -2.105974, 1.054647], [1.546541, -1.627683, 1.035440], [0.523259, -2.592172, 1.468504], [-0.881603, -2.130073, 1.057313], [-1.034510, -0.686427, 1.456895], [-2.284592, -0.358431, 1.672215], [-2.740793, 0.950320, 2.071208], [-4.031923, 1.213392, 2.605701], [-4.236908, 2.332742, 3.384357], [-3.178775, 3.208578, 3.526206], [-1.930342, 3.079009, 2.957894], [-1.701742, 2.004162, 2.069902], [-0.783802, 1.954825, 1.088106], [4.971341, 1.937680, 0.822192], [7.200451, 0.890486, 1.140549], [7.431829, -1.543206, 1.003777], [5.414593, -2.931464, 0.773408], [2.957021, -3.148472, 1.355437], [0.541816, -2.575131, 2.597285], [0.682630, -3.542123, 0.981648], [-1.592093, -2.719957, 1.590767], [-1.065454, -2.288928, -0.048298], [-2.975308, -1.180635, 1.584333], [-4.813072, 0.409069, 2.513017], [-5.191847, 2.514290, 3.844125], [-3.368796, 4.097247, 4.169874], [-1.037989, 3.666920, 3.209858], [-2.450360, -0.341230, -5.864146], [-3.172161, -1.685776, -5.771885], [-3.787857, -1.713159, -4.457960], [-3.324048, -2.618910, -3.246860], [-2.873219, -1.482679, -1.821227], [-3.468263, -4.486506, -3.328150], [0.476565, 0.736272, -0.869558], [0.464619, 1.005170, -2.247837], [-0.950837, 1.390115, -2.673867], [-1.964506, -0.358122, -6.838478], [-1.697724, -0.287592, -5.057309], [-3.133785, 0.523778, -5.798059], [-2.493619, -2.610130, -5.888426], [-3.925158, -1.695435, -6.513928], [0.733373, 0.086663, -2.826202], [1.336563, 1.709435, -2.506464], [-1.583559, 0.573528, -2.276462], [-0.964696, 1.449419, -3.794662], [-1.282452, 2.412415, -2.273425], [1.410526, 0.592502, 3.180832], [1.706436, 2.091093, 3.397209], [0.609507, 2.538139, 4.220479], [3.034050, 2.245050, 3.914470], [1.566682, 2.676865, 1.960043]], "atomic_forces_ev_per_a": [[-0.18, -0.99, -1.14], [1.14, -0.29, 0.15], [-0.52, -1.61, 1.04], [-1.61, 1.20, -0.53], [2.01, 1.07, 1.40], [1.35, -1.83, -0.33], [-1.27, 2.16, 0.16], [2.08, 1.14, -0.96], [-3.21, 1.43, 0.02], [2.35, -0.92, 0.39], [-0.65, 1.13, 0.60], [1.19, 0.86, -0.85], [-1.01, -0.95, -0.43], [1.00, 0.17, -0.45], [1.10, 1.17, 0.09], [0.51, -1.91, 0.16], [-0.12, -0.41, -1.02], [0.10, 1.72, 1.49], [1.08, -0.63, -0.72], [-1.96, -0.77, -1.44], [-1.22, 0.53, 2.73], [0.17, 0.06, -0.14], [-0.96, -0.63, -0.68], [-1.17, 0.25, -0.15], [-0.08, -1.52, 0.29], [-0.04, 0.07, -0.29], [0.10, -0.62, -1.01], [0.25, -0.61, 0.41], [-0.64, -0.50, 0.35], [0.20, 0.52, 1.09], [-0.66, -0.03, 0.02], [0.85, 0.91, 0.09], [-0.14, 0.14, 0.06], [0.34, -0.69, -0.42], [-0.96, 0.36, -0.32], [0.43, -0.68, 0.09], [1.37, -0.35, 1.88], [-1.39, 0.53, -2.20], [1.69, 0.36, -1.18], [0.25, 1.61, 2.85], [-0.77, -2.78, -0.21], [0.28, -0.03, -0.98], [0.98, -0.09, -0.55], [0.31, 1.33, -0.19], [0.29, 0.44, -0.10], [-0.31, 0.12, -0.45], [0.20, -0.55, 0.04], [-0.83, 1.48, 0.12], [-1.06, -0.41, -0.67], [-0.22, 0.28, 0.59], [-1.45, -0.44, 0.43], [0.00, 0.68, -0.57], [-0.29, -0.16, 0.94], [0.49, -1.48, -0.38], [0.70, 1.57, -0.04], [-1.28, -1.06, -1.72], [1.90, 0.39, -0.29], [-1.38, 0.26, -0.31], [0.69, -1.00, 3.26]], "gap_ev": [3.0, 6.2], "charge": -1, "homo_energy_ev": [-1.41, -4.62], "e_lumo_ev": [1.557, 1.558], "spin_multiplicity": 2}

{"formula": "C2H7NOSi2", "method": "ωB97M-V/def2-TZVPD", "species": ["C", "C", "N", "O", "Si", "Si", "H", "H", "H", "H", "H", "H", "H"], "coordinates": [[0.077998, 0.519414, -0.180356], [0.592143, -0.865090, -0.706849], [1.207950, 1.035634, 0.413269], [-1.038969, 0.984438, -0.357041], [2.231495, -0.347608, 0.139769], [-3.464321, -0.345715, 0.190907], [0.091222, -1.879131, -0.443743], [0.790349, -0.810986, -1.749709], [1.272628, 1.993911, 0.801035], [2.812966, -0.536829, 1.496065], [3.183213, -0.741142, -0.929353], [-4.558862, 0.751742, -0.359493], [-3.197816, 0.241360, 1.685503]], "atomic_forces_ev_per_a": [[-1.41, -1.03, -1.07], [0.00, -1.29, 2.64], [-0.17, 1.71, -0.23], [0.89, 0.12, 0.74], [-0.31, -1.10, 0.02], [-0.25, 0.94, 0.44], [0.38, 2.20, -0.38], [-0.07, -0.02, -1.01], [-0.28, -1.01, -0.48], [-0.01, -0.53, -0.33], [0.54, 0.88, 0.19], [1.12, -0.70, 0.78], [-0.43, -0.17, -1.31]], "gap_ev": 7.9, "homo_energy_ev": -7.91, "e_lumo_ev": -0.018}